Molecular formula: C3H6O
Method: DFT, ωB97M-V with the def2-TZVPD basis set

Values from the calculation:
LUMO (eV): 1.030
Energy (eV): -5251.8900
Gap between HOMO and LUMO (hartree): 0.3815
HOMO level (eV): -9.35
Charge: 0

Geometry (Å):
1 C 0.1870 0.8843 -0.0891
2 C -0.8264 -0.0854 0.4859
3 C 0.9133 -0.4054 -0.2752
4 O 1.8263 -0.9358 0.3143
5 H 0.3914 -1.0484 -1.2598
6 H -0.1248 1.3861 -1.0001
7 H 0.6871 1.5160 0.6386
8 H -1.8594 0.1006 0.2104
9 H -0.6856 -0.3255 1.5326
10 H -0.5089 -1.0864 -0.5578

Atomic partial charges in e from the natural (NBO) method, atoms 1 to 8: atom 1 (C): -0.510, atom 2 (C): -0.596, atom 3 (C): 0.438, atom 4 (O): -0.572, atom 5 (H): 0.077, atom 6 (H): 0.234, atom 7 (H): 0.249, atom 8 (H): 0.228

=====

Molecular formula: C3H6O2
Method: DFT, ωB97M-V with the def2-TZVPD basis set

Values from the calculation:
LUMO (eV): 0.676
Energy (eV): -7296.6295
Gap between HOMO and LUMO (hartree): 0.3413
HOMO level (eV): -8.61
Charge: 0

Geometry (Å):
1 C 0.2622 1.4305 0.1412
2 C 0.8822 0.3967 0.1117
3 C 1.5541 -0.8726 0.0927
4 O -2.2256 0.2814 -0.0490
5 O -1.7531 -1.0776 0.1748
6 H -1.3133 0.7687 0.0198
7 H -0.0636 2.4283 0.2149
8 H 1.2272 -1.4634 0.9463
9 H 1.3128 -1.4176 -0.8182
10 H 2.6306 -0.7082 0.1465
11 H -2.5135 0.2337 -0.9807

Atomic partial charges in e from the natural (NBO) method, atoms 1 to 8: atom 1 (C): -0.441, atom 2 (C): 0.180, atom 3 (C): -0.709, atom 4 (O): -0.477, atom 5 (O): -0.604, atom 6 (H): 0.520, atom 7 (H): 0.261, atom 8 (H): 0.264

=====

Molecular formula: C3H6O2
Method: DFT, ωB97M-V with the def2-TZVPD basis set

Values from the calculation:
LUMO (eV): 0.944
Energy (eV): -7301.9901
Gap between HOMO and LUMO (hartree): 0.3744
HOMO level (eV): -9.24
Charge: 0
SMILES string: C=COCO

Geometry (Å):
1 C 1.0804 1.1116 -0.2363
2 C 1.1023 -0.2030 -0.4378
3 O 0.0655 -1.0895 -0.4059
4 C -1.2121 -0.6064 -0.0614
5 O -1.2313 0.0245 1.1821
6 H 0.1799 1.6666 -0.0027
7 H 2.0172 1.6563 -0.2766
8 H 2.0233 -0.7432 -0.6373
9 H -1.5748 0.1278 -0.7934
10 H -1.8474 -1.5009 -0.0796
11 H -0.6031 -0.4439 1.7489

Atomic partial charges in e from the natural (NBO) method, atoms 1 to 8: atom 1 (C): -0.530, atom 2 (C): 0.133, atom 3 (O): -0.516, atom 4 (C): 0.225, atom 5 (O): -0.717, atom 6 (H): 0.218, atom 7 (H): 0.214, atom 8 (H): 0.189

=====

Molecular formula: C3H6O2
Method: DFT, ωB97M-V with the def2-TZVPD basis set

Values from the calculation:
LUMO (eV): 0.884
Energy (eV): -7302.3378
Gap between HOMO and LUMO (hartree): 0.4013
HOMO level (eV): -10.04
Charge: 0
SMILES string: O=CCCO

Geometry (Å):
1 O -2.0244 -0.5526 1.2190
2 C -1.1910 0.3114 1.1566
3 C 0.2266 -0.0071 0.7294
4 C 0.2304 -0.0695 -0.7900
5 O 1.5911 -0.4338 -1.1703
6 H -1.4181 1.3746 1.3559
7 H 0.8935 0.8145 0.9987
8 H 0.4871 -0.9942 1.0983
9 H -0.4453 -0.8633 -1.1113
10 H 0.0277 0.8299 -1.3629
11 H 1.6224 -0.4100 -2.1234

Atomic partial charges in e from the natural (NBO) method, atoms 1 to 8: atom 1 (O): -0.514, atom 2 (C): 0.443, atom 3 (C): -0.529, atom 4 (C): -0.057, atom 5 (O): -0.728, atom 6 (H): 0.108, atom 7 (H): 0.220, atom 8 (H): 0.244

=====

Molecular formula: C3H6O2
Method: DFT, ωB97M-V with the def2-TZVPD basis set

Values from the calculation:
LUMO (eV): 0.855
Energy (eV): -7299.9888
Gap between HOMO and LUMO (hartree): 0.3576
HOMO level (eV): -8.88
Charge: 0

Geometry (Å):
1 C 0.1192 1.8164 0.5294
2 C -0.2421 -0.0198 -0.8499
3 O -0.1816 0.4170 0.3891
4 C -0.1000 -1.5054 -0.7575
5 O -0.2837 -2.1311 0.4825
6 H -0.5371 2.3996 -0.1218
7 H 1.1616 1.9339 0.2258
8 H -0.0043 2.0760 1.5863
9 H 0.9685 -1.5243 -1.0835
10 H -0.6589 -2.0372 -1.5376
11 H -0.2617 -1.4312 1.1499

Atomic partial charges in e from the natural (NBO) method, atoms 1 to 8: atom 1 (C): -0.246, atom 2 (C): 0.233, atom 3 (O): -0.536, atom 4 (C): -0.222, atom 5 (O): -0.711, atom 6 (H): 0.205, atom 7 (H): 0.195, atom 8 (H): 0.193

=====

Molecular formula: C3H6O2
Method: DFT, ωB97M-V with the def2-TZVPD basis set

Values from the calculation:
LUMO (eV): 0.788
Energy (eV): -7299.2707
Gap between HOMO and LUMO (hartree): 0.3847
HOMO level (eV): -9.68
Charge: 0
SMILES string: O[C@@H]1C[C@@H]1O

Geometry (Å):
1 O 0.3324 1.5239 0.4948
2 C 0.4822 0.5706 -0.5751
3 C -0.5439 -0.3350 -1.1995
4 C 0.2979 -0.9269 -0.1148
5 O -0.3570 -0.6858 1.1178
6 H 0.2449 0.8505 1.3990
7 H 1.3413 0.8141 -1.0234
8 H -0.3290 -0.8751 -2.1526
9 H -1.7578 -0.3625 -0.9542
10 H 0.5907 -2.1027 -0.0618
11 H -1.3106 -0.8812 1.2281

Atomic partial charges in e from the natural (NBO) method, atoms 1 to 8: atom 1 (O): -0.725, atom 2 (C): 0.122, atom 3 (C): -0.474, atom 4 (C): -0.010, atom 5 (O): -0.764, atom 6 (H): 0.505, atom 7 (H): 0.190, atom 8 (H): 0.236

=====

Molecular formula: C3H6O2
Method: DFT, ωB97M-V with the def2-TZVPD basis set

Values from the calculation:
LUMO (eV): 0.940
Energy (eV): -7301.9766
Gap between HOMO and LUMO (hartree): 0.3915
HOMO level (eV): -9.71
Charge: 0
SMILES string: COCC=O

Geometry (Å):
1 C -1.4650 0.6941 0.3838
2 O -0.7328 -0.1182 -0.5019
3 C 0.4265 -0.7056 0.0340
4 C 1.6580 -0.2297 -0.7308
5 O 2.7557 -0.1166 -0.2423
6 H -1.8902 0.1249 1.2246
7 H -0.8515 1.5082 0.7944
8 H -2.2843 1.1210 -0.1985
9 H 0.3505 -1.8007 -0.0832
10 H 0.5693 -0.4910 1.1017
11 H 1.4814 0.0277 -1.7961

Atomic partial charges in e from the natural (NBO) method, atoms 1 to 8: atom 1 (C): -0.246, atom 2 (O): -0.538, atom 3 (C): -0.176, atom 4 (C): 0.423, atom 5 (O): -0.510, atom 6 (H): 0.168, atom 7 (H): 0.168, atom 8 (H): 0.198

=====

Molecular formula: C3H6O2
Method: DFT, ωB97M-V with the def2-TZVPD basis set

Values from the calculation:
LUMO (eV): 0.207
Energy (eV): -7296.5238
Gap between HOMO and LUMO (hartree): 0.3908
HOMO level (eV): -10.43
Charge: 0

Geometry (Å):
1 C 1.5260 0.2636 0.3446
2 C 0.2157 -0.4758 -0.4389
3 C -1.1105 0.3386 0.0042
4 H 2.3802 -0.3165 -0.6388
5 H 1.8463 -0.2664 1.8716
6 H 1.3967 1.7769 0.1884
7 H 0.1141 -0.4179 -1.6720
8 H 0.0781 -1.7924 -0.2119
9 H -3.0816 -0.0931 0.4068
10 O -2.1904 -0.5571 0.2727
11 O -1.1744 1.5403 -0.1268

Atomic partial charges in e from the natural (NBO) method, atoms 1 to 8: atom 1 (C): -0.692, atom 2 (C): -0.573, atom 3 (C): 0.791, atom 4 (H): 0.233, atom 5 (H): 0.252, atom 6 (H): 0.288, atom 7 (H): 0.258, atom 8 (H): 0.247

=====

Molecular formula: C3H6O2
Method: DFT, ωB97M-V with the def2-TZVPD basis set

Values from the calculation:
LUMO (eV): 0.809
Energy (eV): -7302.4592
Gap between HOMO and LUMO (hartree): 0.4056
HOMO level (eV): -10.23
Charge: 0
SMILES string: O=CCCO

Geometry (Å):
1 O 1.1749 1.5504 0.3147
2 C 1.2136 0.5624 -0.3861
3 C 0.4437 -0.6967 -0.0767
4 C -1.0047 -0.3534 0.3455
5 O -1.4500 0.8590 -0.2157
6 H 1.7975 0.5750 -1.3247
7 H 0.4794 -1.3574 -0.9477
8 H 0.9657 -1.2114 0.7406
9 H -1.6785 -1.1338 -0.0193
10 H -1.0859 -0.3397 1.4410
11 H -0.8558 1.5456 0.1284

Atomic partial charges in e from the natural (NBO) method, atoms 1 to 8: atom 1 (O): -0.551, atom 2 (C): 0.461, atom 3 (C): -0.551, atom 4 (C): -0.054, atom 5 (O): -0.717, atom 6 (H): 0.118, atom 7 (H): 0.216, atom 8 (H): 0.243

=====

Molecular formula: C3H6O2
Method: DFT, ωB97M-V with the def2-TZVPD basis set

Values from the calculation:
LUMO (eV): 0.894
Energy (eV): -7301.4546
Gap between HOMO and LUMO (hartree): 0.3854
HOMO level (eV): -9.59
Charge: 0
SMILES string: O[C@@H]1C[C@@H]1O

Geometry (Å):
1 O -1.5761 0.0763 0.6737
2 C -0.8288 -0.2456 -0.4607
3 C 0.3916 -0.9970 -0.0192
4 C 0.5110 0.4254 -0.4847
5 O 0.6782 1.4509 0.4577
6 H -1.1051 0.8449 1.0416
7 H -1.4212 -0.4768 -1.3387
8 H 0.1043 -1.0763 1.0195
9 H 0.9062 -1.8104 -0.5203
10 H 0.9789 0.6445 -1.4451
11 H 1.3610 1.1641 1.0762

Atomic partial charges in e from the natural (NBO) method, atoms 1 to 8: atom 1 (O): -0.711, atom 2 (C): 0.070, atom 3 (C): -0.505, atom 4 (C): 0.043, atom 5 (O): -0.716, atom 6 (H): 0.484, atom 7 (H): 0.194, atom 8 (H): 0.243